DFT (the ωB97M-V functional and the def2-TZVPD basis) results for a molecular structure, C37H96AsF6N8O8 in a non-equilibrium geometry.

Last column: Mulliken charge in e.
Element x y z (Å)
As1 -0.42 -0.86 0.20  1.97
F1 -1.90 -0.79 1.20  -0.57
F2 -0.08 -2.36 1.01  -0.31
F3 1.00 -1.08 -0.80  -0.57
F4 -0.79 0.67 -0.54  -0.44
F5 0.53 -0.14 1.52  -0.37
F6 -1.32 -1.63 -1.09  -0.47
C1 6.55 -1.67 0.36  -2.10
C2 5.56 -0.63 -0.15  2.08
C3 4.58 -0.35 1.02  -0.98
C4 3.57 0.78 0.80  0.85
C5 4.41 2.03 0.58  -1.94
C6 5.51 1.91 -0.51  2.09
N1 6.27 0.65 -0.37  0.35
O1 7.33 0.50 -1.29  -0.49
C7 4.87 2.17 -1.89  -1.45
C8 6.46 3.05 -0.10  -2.15
C9 4.78 -1.14 -1.36  -1.36
H1 7.02 -1.41 1.31  0.43
H2 7.32 -1.93 -0.38  0.47
H3 6.02 -2.62 0.45  0.29
H4 4.00 -1.27 1.20  -0.30
H5 5.03 -0.02 1.95  0.54
H6 3.11 0.83 1.78  -0.03
H7 2.79 0.58 0.07  -0.59
H8 4.82 2.24 1.57  0.47
H9 3.71 2.84 0.33  0.54
H10 3.78 2.08 -1.88  0.01
H11 5.06 3.20 -2.19  0.44
H12 5.30 1.55 -2.68  0.28
H13 5.96 3.98 0.16  0.40
H14 7.15 2.79 0.70  0.44
H15 7.14 3.31 -0.92  0.46
H16 4.66 -2.21 -1.20  0.27
H17 5.24 -1.03 -2.34  0.22
H18 3.80 -0.66 -1.34  0.29
H19 8.11 0.70 -0.77  0.35
C10 -1.97 -5.28 -0.80  -1.29
C11 -0.56 -5.52 -0.23  0.21
C12 0.62 -4.82 -0.99  -0.22
O2 1.87 -5.09 -0.37  -0.34
C13 3.00 -4.65 -1.10  -0.51
N2 -0.61 -5.02 1.16  -0.52
H20 -2.28 -4.24 -0.91  -0.08
H21 -2.68 -5.85 -0.21  0.33
H22 -1.93 -5.70 -1.81  0.55
H23 -0.45 -6.60 -0.12  0.42
H24 0.46 -3.75 -1.14  -0.11
H25 0.72 -5.26 -1.99  0.53
H26 3.06 -3.56 -1.08  -0.03
H27 2.96 -5.01 -2.14  0.39
H28 3.94 -5.06 -0.74  0.30
H29 -0.51 -4.00 1.12  0.01
H30 0.34 -5.26 1.48  0.29
C14 -4.72 -1.84 -0.21  -1.24
C15 -4.97 -2.23 1.24  -0.05
C16 -4.05 -3.43 1.63  -0.17
O3 -4.34 -3.67 2.99  -0.37
C17 -3.81 -4.90 3.41  -0.73
N3 -4.68 -1.08 2.18  -0.51
H31 -5.60 -1.31 -0.60  0.40
H32 -4.59 -2.74 -0.82  0.39
H33 -3.86 -1.19 -0.38  0.20
H34 -5.95 -2.60 1.55  0.40
H35 -3.01 -3.16 1.42  -0.23
H36 -4.32 -4.23 0.93  0.70
H37 -4.34 -5.27 4.29  0.23
H38 -2.73 -4.84 3.57  0.19
H39 -3.85 -5.63 2.59  0.36
H40 -3.69 -0.87 1.99  0.24
H41 -5.09 -0.33 1.62  0.31
C18 -3.62 1.50 6.24  -1.68
C19 -3.66 0.43 5.17  0.72
C20 -2.52 -0.53 5.23  -1.05
O4 -2.67 -1.52 4.24  0.06
C21 -1.42 -2.20 4.03  -0.36
N4 -4.98 -0.26 5.33  -0.63
H42 -4.33 2.31 6.10  0.43
H43 -2.70 2.10 6.11  0.40
H44 -3.63 1.05 7.23  0.39
H45 -3.72 0.89 4.18  0.23
H46 -2.40 -1.05 6.19  0.25
H47 -1.61 0.06 5.09  0.37
H48 -1.32 -2.91 3.22  -0.29
H49 -1.15 -2.79 4.92  0.46
H50 -0.67 -1.43 3.86  0.16
H51 -5.66 0.45 5.04  0.28
H52 -5.21 -0.19 6.32  0.29
C22 4.71 -2.08 5.60  -1.70
C23 3.89 -1.41 4.51  1.63
C24 2.48 -1.98 4.41  -0.42
O5 2.40 -3.39 4.12  -0.52
C25 2.59 -3.63 2.70  -0.28
N5 3.72 0.03 4.80  -0.74
H53 4.30 -1.98 6.60  0.36
H54 5.69 -1.61 5.46  0.48
H55 4.86 -3.12 5.31  0.29
H56 4.35 -1.53 3.52  -0.46
H57 1.74 -1.50 3.75  -0.17
H58 2.01 -1.89 5.39  0.41
H59 3.65 -3.47 2.50  0.30
H60 1.90 -2.89 2.28  -0.06
H61 2.29 -4.66 2.49  0.27
H62 3.27 0.39 3.96  0.24
H63 4.59 0.53 4.93  0.31
C26 0.54 -0.02 -4.31  -1.58
C27 -0.73 0.76 -4.65  0.37
C28 -1.94 -0.23 -4.48  -0.66
O6 -3.19 0.45 -4.49  -0.27
C29 -4.28 -0.45 -4.15  -0.93
N6 -0.71 1.75 -3.54  0.04
H64 0.73 -0.80 -5.06  0.46
H65 0.62 -0.38 -3.29  0.21
H66 1.32 0.71 -4.55  0.43
H67 -0.70 1.12 -5.68  0.39
H68 -1.68 -0.78 -3.57  0.07
H69 -1.91 -0.91 -5.35  0.36
H70 -5.09 0.23 -3.88  0.35
H71 -4.19 -1.25 -3.41  0.23
H72 -4.45 -0.90 -5.14  0.34
H73 -0.02 1.22 -3.02  -0.25
H74 -1.43 1.39 -2.90  0.06
C30 0.09 7.92 -2.99  -1.51
C31 0.29 6.45 -3.44  0.58
C32 0.79 5.61 -2.28  -1.14
O7 0.47 4.22 -2.41  -0.10
C33 1.10 3.53 -1.37  -0.35
N7 -1.05 5.97 -3.92  -0.57
H75 -0.67 8.51 -3.50  0.40
H76 1.06 8.43 -3.13  0.41
H77 -0.07 8.16 -1.93  0.35
H78 0.96 6.52 -4.30  0.34
H79 0.32 5.90 -1.33  0.38
H80 1.86 5.79 -2.17  0.31
H81 2.19 3.56 -1.51  0.27
H82 0.91 2.46 -1.48  -0.24
H83 0.79 3.93 -0.40  0.32
H84 -1.22 6.73 -4.59  0.28
H85 -1.72 6.44 -3.30  0.19
C34 -5.79 3.20 -5.07  -1.40
C35 -4.49 3.61 -4.25  0.18
C36 -4.52 3.10 -2.81  -0.36
O8 -3.37 3.70 -2.20  -0.08
C37 -3.53 3.64 -0.81  -0.97
N8 -3.26 3.23 -4.93  -0.38
H86 -6.06 3.98 -5.78  0.37
H87 -6.69 3.01 -4.47  0.37
H88 -5.66 2.25 -5.60  0.29
H89 -4.64 4.69 -4.20  0.25
H90 -4.47 2.01 -2.86  -0.09
H91 -5.46 3.35 -2.31  0.59
H92 -4.06 2.78 -0.37  0.35
H93 -4.06 4.52 -0.40  0.33
H94 -2.63 3.61 -0.19  0.22
H95 -3.42 3.33 -5.94  0.38
H96 -3.37 2.20 -4.96  0.27

Values from the calculation:
- net charge = -1
- largest force on an atom (eV/A) = 3.01
- energy above the lowest of the compared OMol25 structures with the same formula, charge and spin (kcal/mol) = 45.92
- E_HOMO (eV) = -6.240